Record 1
DFT (wB97M-V/def2-TZVPD) results for a single C24H30N6O3 molecule in a non-equilibrium geometry.

Structure (XYZ):
```
63
C24H30N6O3 (wB97M-V/def2-TZVPD)
C 0.74176 -2.96685 -6.43222
H 1.11821 -2.54326 -7.35944
H -0.31549 -2.74105 -6.33414
H 0.85468 -4.04668 -6.45895
C 1.50711 -2.39013 -5.25212
N 1.02285 -2.93382 -4.00766
C 1.59633 -2.79608 -2.78958
C 0.78157 -3.46443 -1.89197
C -0.27520 -3.97149 -2.67581
N -0.10731 -3.63957 -3.94497
C -1.44686 -4.77500 -2.23361
H -2.00937 -4.24170 -1.46799
H -1.12172 -5.72763 -1.81675
H -2.09353 -4.96310 -3.08566
C 0.99482 -3.60753 -0.42100
N 1.22146 -2.31165 0.20404
C 0.04350 -1.46995 0.12751
C 0.40296 -0.05252 0.55686
H 1.19775 0.32066 -0.09074
H -0.47105 0.59293 0.44676
C 0.90847 -0.04270 2.00705
N -0.17407 -0.27595 2.93846
C -1.15018 0.60432 3.28672
C -1.98408 -0.04017 4.17871
C -1.42500 -1.31629 4.30476
N -0.34591 -1.44536 3.56091
H -1.76498 -2.13637 4.90496
H -2.85420 0.36188 4.64977
N -1.18007 1.89578 2.78387
C -2.18440 2.80086 2.99896
O -3.18429 2.55016 3.63523
C -1.95509 4.12594 2.35264
C -3.08366 4.86247 2.01059
C -2.99646 6.11376 1.41187
C -1.73366 6.60570 1.18193
C -0.59320 5.88105 1.54046
C -0.67102 4.64218 2.12298
H 0.23026 4.13169 2.42196
O 0.52345 6.60406 1.21738
C 0.05383 7.80967 0.65185
O -1.35767 7.79397 0.62548
H 0.40188 8.66172 1.25722
H 0.44093 7.91096 -0.37430
H -3.87316 6.67815 1.14383
H -4.04963 4.43329 2.22610
H -0.41693 2.16487 2.18204
C 2.01987 -1.08264 2.16413
C 1.63638 -2.44456 1.58947
H 2.51108 -3.09977 1.62579
H 0.84211 -2.88493 2.21149
H 2.26299 -1.19889 3.22022
H 2.89975 -0.70955 1.63707
H 1.33179 0.94662 2.24217
H -0.30834 -1.46132 -0.90674
H -0.77113 -1.85577 0.76697
H 1.88650 -4.21828 -0.23927
H 0.13206 -4.12963 0.02712
C 2.85302 -2.04031 -2.56082
H 2.79050 -1.04347 -2.99722
H 3.70457 -2.55365 -3.00970
H 3.01208 -1.95030 -1.49038
H 1.39878 -1.29749 -5.23344
H 2.57432 -2.62290 -5.34085
```

Values from the calculation:
* maximum force: 0.0252 hartree/bohr
* energy: -40457.718 eV
* relative energy (zero: lowest compared OMol25 entry of this formula, charge and spin): 3.592 eV
* structure (SMILES): CCn1nc(C)c(CN2CCC(n3nccc3NC(=O)c3ccc4c(c3)OCO4)CC2)c1C
* total charge: 0

Record 2
DFT (wB97M-V/def2-TZVPD) results for a molecular structure, C6H8MnO6 in a non-equilibrium geometry.

Structure (XYZ):
```
21
C6H8MnO6 (wB97M-V/def2-TZVPD)
O -2.67064 2.37836 -0.02305
C -1.98850 1.38666 0.32381
O -1.40613 0.75077 -0.65312
O -2.06386 0.97424 1.54856
C -1.17782 -0.05718 2.04550
C 0.25930 0.30774 1.85985
C 1.21625 -0.62199 1.78718
C 2.53170 -0.37181 1.12890
Mn -2.84191 1.58926 -1.82906
H -1.42971 -1.00742 1.55859
H -1.43399 -0.11672 3.10924
H 0.52808 1.36851 1.83880
H 1.00647 -1.65784 2.07200
H 3.26767 -1.09725 1.49554
H 2.90742 0.63804 1.33395
O 2.65874 -0.53898 -0.29968
C 1.95474 -1.21443 -1.14061
O 0.96464 -0.65037 -1.64995
H 1.72268 -2.89213 -2.05011
O 2.10563 -2.49925 -1.23871
H -0.06437 -0.03307 -1.00979
```

Values from the calculation:
* spin multiplicity: 6
* maximum force: 0.0891 hartree/bohr
* expectation value of S²: 8.75
* energy: -49936.497 eV
* relative energy (zero: lowest compared OMol25 entry of this formula, charge and spin): 0.302 eV
* total charge: +2

Record 3
DFT (wB97M-V/def2-TZVPD) results for 23 unconnected molecules or ions with the total composition C71H196N8O23 in a non-equilibrium geometry.

Structure (XYZ):
```
298
C71H196N8O23 (wB97M-V/def2-TZVPD)
C -1.07493 5.18679 5.42202
C -0.65902 4.69290 4.03787
O -1.64266 3.83952 3.44397
H -0.27994 5.80534 5.82981
H -1.20872 4.42773 6.15791
H -1.93330 5.81833 5.51081
H 0.27162 4.19741 4.05214
H -0.56407 5.59398 3.39138
H -1.90446 3.11856 4.16211
C -3.12548 5.44036 0.91813
C -1.93189 4.69307 0.48302
O -1.84076 3.32635 0.88832
H -3.27216 6.31578 0.33198
H -3.05730 5.67616 1.96733
H -4.05291 4.84695 0.84186
H -1.04040 5.33835 0.83474
H -1.92604 4.63599 -0.61697
H -1.54384 3.32243 1.83979
C 0.61870 9.64011 0.39860
C 1.78959 8.74892 0.72686
O 1.28793 7.42318 0.68523
H -0.29893 9.33277 0.86462
H 0.44747 9.39797 -0.66539
H 0.69475 10.67885 0.59827
H 2.13878 8.84331 1.77615
H 2.56072 8.88146 0.01806
H 2.05858 6.82511 0.75352
C -5.30597 -4.02294 2.62207
C -4.46011 -2.83036 3.09591
O -3.87373 -2.99849 4.35549
H -5.47000 -4.04710 1.55652
H -6.33264 -4.06688 3.01966
H -4.78229 -4.95224 2.85423
H -5.11612 -1.92299 3.05696
H -3.67874 -2.57011 2.31618
H -3.56121 -3.90108 4.44712
C 7.10278 -3.22360 0.95275
C 7.53347 -2.03477 1.73535
O 6.87063 -0.92696 1.13243
H 7.72273 -4.10471 1.18840
H 7.20948 -3.02487 -0.12119
H 6.05292 -3.49233 1.19100
H 8.61600 -1.79737 1.56179
H 7.29961 -2.17432 2.83859
H 6.16284 -0.55051 1.71765
C -0.26121 -4.23177 1.42444
C -0.46144 -5.47942 0.62227
O -0.23668 -5.09755 -0.77908
H 0.66425 -3.68335 1.16023
H -0.08929 -4.41055 2.50774
H -1.04142 -3.54818 1.42013
H -1.46705 -5.84485 0.86674
H 0.32128 -6.19301 0.92235
H -0.07164 -5.93164 -1.27191
C -4.00195 -3.55669 -0.97636
C -3.59173 -4.73192 -1.90038
C -4.36835 -5.90431 -1.51071
O -3.87066 -4.50905 -3.24009
H -3.54258 -2.62421 -1.27009
H -3.71685 -3.74272 0.06550
H -5.05521 -3.34491 -1.02980
H -2.56387 -4.93517 -1.80608
H -4.25780 -6.01165 -0.41817
H -4.12508 -6.82914 -2.02324
H -5.47434 -5.68975 -1.69825
H -3.67842 -3.60612 -3.52044
C 2.81408 -5.37145 -2.12250
C 3.37332 -4.17649 -1.33296
C 4.11604 -3.13174 -2.23437
O 2.27343 -3.41014 -0.74151
H 2.38368 -6.14231 -1.47964
H 3.56690 -5.88413 -2.71162
H 2.05274 -5.01010 -2.75699
H 3.92745 -4.52622 -0.41631
H 4.44960 -2.30076 -1.55989
H 3.46813 -2.67160 -3.02704
H 5.07346 -3.51041 -2.58839
H 1.49538 -3.92727 -0.59565
C 4.23414 -6.36345 2.17000
C 2.93391 -6.96920 1.71032
C 3.17633 -8.25815 0.95985
O 2.14076 -7.19714 2.84103
H 4.92384 -6.17491 1.36579
H 4.69558 -7.14031 2.84966
H 4.02140 -5.39342 2.64379
H 2.47662 -6.20550 1.04987
H 3.46703 -8.05477 -0.05952
H 2.25851 -8.85473 0.96020
H 3.93213 -8.85805 1.53551
H 2.26442 -6.39932 3.40101
C 8.70761 -2.27920 -5.18127
C 8.29175 -2.63520 -3.79035
C 9.29012 -3.41694 -3.12891
O 7.95046 -1.47753 -2.95685
H 8.00102 -1.60822 -5.59218
H 8.79016 -3.15988 -5.79924
H 9.67625 -1.82520 -5.22767
H 7.34498 -3.18644 -3.86854
H 10.11976 -2.67192 -2.89117
H 9.73653 -4.30889 -3.57025
H 8.93597 -3.74110 -2.11726
H 7.14550 -1.03833 -3.27529
C 3.52760 1.08682 -2.67808
C 4.92317 0.91306 -3.30405
C 5.96859 1.37438 -2.26626
O 5.22770 -0.46079 -3.55105
H 3.09024 2.11329 -2.74984
H 3.65116 0.88446 -1.59983
H 2.79663 0.36854 -3.09117
H 4.97395 1.55142 -4.23702
H 5.79896 2.47183 -2.13584
H 6.97522 1.17153 -2.67773
H 5.75527 0.78028 -1.38053
H 4.91122 -0.67453 -4.44806
C 1.28974 -2.51743 5.56796
C 1.88764 -3.09884 4.34679
C 3.38027 -2.78610 4.21330
O 1.68651 -4.47115 4.30702
H 1.44060 -1.43560 5.67319
H 1.73075 -3.08451 6.43660
H 0.21540 -2.73930 5.68056
H 1.29888 -2.60923 3.53449
H 3.89059 -3.12118 5.13475
H 3.45000 -1.62542 4.20149
H 3.86440 -3.18942 3.32179
H 1.41736 -4.80865 5.15953
C 4.88716 3.63890 1.71437
C 3.71242 4.05869 0.84264
C 2.32804 3.77513 1.49057
O 3.77059 5.46700 0.65772
H 5.80786 3.69750 1.14548
H 4.88935 2.61602 2.02062
H 4.93854 4.37679 2.54964
H 3.82086 3.56820 -0.14604
H 2.26929 2.73420 1.75729
H 1.47980 4.15166 0.88274
H 2.23467 4.33051 2.45496
H 4.65301 5.76652 0.64684
C 0.73079 -4.09863 -5.12800
C 0.21229 -2.69281 -4.87331
C 1.05992 -1.85013 -3.96556
O -0.01916 -2.01860 -6.10674
H 0.00912 -4.60259 -5.80858
H 0.83832 -4.68422 -4.16755
H 1.73632 -3.98863 -5.58981
H -0.71085 -2.78464 -4.36027
H 0.50699 -0.93080 -3.76389
H 2.05057 -1.66559 -4.42480
H 1.28193 -2.39182 -3.01937
H -0.90935 -2.26029 -6.42822
C -5.58893 2.16370 0.42468
C -4.52023 1.13377 0.71739
C -5.01249 -0.25084 0.45649
O -3.40363 1.27692 -0.14201
H -6.26457 1.89607 1.29560
H -6.03351 2.12828 -0.59886
H -5.12467 3.19199 0.56904
H -4.25907 1.16781 1.75515
H -4.23822 -1.06145 0.47434
H -5.31802 -0.27825 -0.60080
H -5.92253 -0.46468 1.01247
H -2.86277 2.03135 0.21534
C 1.92323 5.88646 -2.49747
C 0.51457 5.96484 -2.94085
C -0.06847 4.61136 -3.03552
O -1.34122 4.79856 -3.61996
C -2.03182 3.58038 -3.78825
N -0.27238 6.88691 -2.13026
H 2.51392 5.14625 -3.05327
H 1.92171 5.70448 -1.45607
H 2.42138 6.84114 -2.62921
H 0.37545 6.23781 -4.01707
H -0.16866 4.11077 -2.05597
H 0.53665 3.89100 -3.65877
H -2.50762 3.23516 -2.83325
H -1.36574 2.84599 -4.07822
H -2.85221 3.78165 -4.50908
H -1.20240 6.72494 -2.36476
H -0.22256 6.55416 -1.17887
C -1.44941 -5.37914 6.59110
C -1.26770 -5.75617 5.09380
C -0.57350 -7.09663 4.78451
O 0.72164 -7.06063 5.38744
C 1.18872 -8.40490 5.52914
N -2.57935 -5.55572 4.34407
H -0.62026 -4.74975 6.98382
H -1.43893 -6.21095 7.27080
H -2.30479 -4.70753 6.75881
H -0.73716 -4.94617 4.68914
H -0.40138 -7.28019 3.71085
H -1.22689 -7.87032 5.13373
H 2.12222 -8.32401 6.05532
H 1.32313 -8.80956 4.54977
H 0.47362 -8.97040 6.16350
H -2.38100 -5.65316 3.33603
H -3.32352 -6.26410 4.59633
C -4.04918 0.91320 -4.14202
C -3.89869 -0.54153 -4.58736
C -4.19987 -0.76649 -6.07253
O -5.31587 -0.06340 -6.54661
C -6.50299 -0.52591 -5.91298
N -2.59237 -1.11131 -4.33740
H -5.11226 1.12102 -4.25022
H -3.68303 1.57343 -4.85228
H -3.59825 1.12625 -3.14473
H -4.62112 -1.16803 -4.03421
H -4.15851 -1.81718 -6.28398
H -3.38833 -0.39073 -6.62870
H -7.46365 -0.29033 -6.44019
H -6.65303 -0.15662 -4.88630
H -6.48741 -1.61791 -5.91127
H -1.93885 -0.80953 -5.04048
H -2.21721 -0.96514 -3.43562
C -1.82366 0.16741 3.45528
C -1.07414 0.68955 4.61004
C 0.30258 1.19903 4.09539
O 1.18290 1.48976 5.12464
C 2.51623 1.81806 4.66602
N -1.81764 1.82475 5.18524
H -2.82216 -0.09447 3.81124
H -1.41731 -0.72182 2.96533
H -1.96240 0.93434 2.67099
H -0.91353 -0.10984 5.26782
H 0.01042 2.05157 3.45045
H 0.76301 0.49652 3.33980
H 2.86089 1.05489 4.01111
H 3.09724 1.59893 5.56154
H 2.48275 2.80507 4.21867
H -2.73193 1.48879 5.58960
H -1.34414 2.24057 5.97540
C 2.58179 1.22237 -6.22703
C 1.38840 2.05375 -5.82633
C 1.67745 3.55869 -6.22255
O 2.95115 3.94710 -5.79357
C 3.16179 5.30368 -6.19157
N 0.13509 1.69155 -6.53134
H 2.47961 0.24448 -5.86676
H 3.47888 1.63155 -5.77402
H 2.72410 1.27351 -7.31994
H 1.19607 2.14881 -4.74585
H 0.82543 4.15556 -5.85151
H 1.54408 3.70995 -7.29044
H 3.11158 5.17753 -7.27266
H 4.18517 5.64679 -5.97619
H 2.38020 6.03848 -5.84002
H -0.64768 2.14056 -6.08282
H -0.00089 0.67631 -6.64164
C -3.37566 -0.66956 7.33478
C -4.83667 -0.71659 7.13060
C -5.29434 0.18673 5.97347
O -4.98746 1.55634 6.30570
C -5.48172 2.46311 5.33591
N -5.11745 -2.14084 6.83353
H -2.88625 -0.82776 6.37377
H -3.09618 -1.46793 8.12480
H -3.11588 0.31150 7.75170
H -5.29986 -0.44821 8.08339
H -6.38627 -0.04156 5.81813
H -4.81092 -0.13415 5.04082
H -5.29160 3.48804 5.66344
H -6.59008 2.34611 5.18037
H -5.01528 2.32270 4.36226
H -4.56000 -2.40666 6.04654
H -6.07630 -2.19308 6.44074
C -0.05651 1.31124 -1.32853
C 0.12753 -0.13186 -0.92712
C 0.40399 -0.12463 0.59873
O 1.65656 0.31312 0.98857
C 2.77105 -0.51321 0.80472
N -1.13227 -0.88925 -1.14357
H -0.74241 1.79344 -0.66716
H -0.44461 1.32511 -2.36595
H 0.93063 1.75142 -1.36493
H 0.92015 -0.68457 -1.45898
H 0.20713 -1.12231 0.96480
H -0.25637 0.52718 1.16701
H 3.69153 0.04066 0.70645
H 2.73811 -1.05482 -0.10608
H 2.94279 -1.28733 1.55617
H -1.03503 -1.69019 -0.50260
H -1.89543 -0.32009 -0.83642
C -5.52478 4.72405 -3.91442
C -4.97512 5.51221 -2.68429
C -4.34920 6.87994 -3.16574
O -4.18253 7.67950 -2.01829
C -3.42883 8.89351 -2.47468
N -5.93749 5.63074 -1.55118
H -5.73057 3.73940 -3.62346
H -4.88000 4.70391 -4.77870
H -6.46653 5.22371 -4.26870
H -4.12581 4.95257 -2.26735
H -4.94980 7.38672 -3.92746
H -3.36821 6.60745 -3.59761
H -3.39725 9.56341 -1.61160
H -4.05724 9.31464 -3.24106
H -2.42510 8.68496 -2.75353
H -6.83506 5.95133 -1.87142
H -5.57300 6.39358 -0.90135
```

Values from the calculation:
* maximum force: 0.0911 hartree/bohr
* energy: -135810.946 eV
* total charge: 0

What did the first record say?
DFT (wB97M-V/def2-TZVPD) results for a single C24H30N6O3 molecule in a non-equilibrium geometry.

Structure (XYZ):
```
63
C24H30N6O3 (wB97M-V/def2-TZVPD)
C 0.74176 -2.96685 -6.43222
H 1.11821 -2.54326 -7.35944
H -0.31549 -2.74105 -6.33414
H 0.85468 -4.04668 -6.45895
C 1.50711 -2.39013 -5.25212
N 1.02285 -2.93382 -4.00766
C 1.59633 -2.79608 -2.78958
C 0.78157 -3.46443 -1.89197
C -0.27520 -3.97149 -2.67581
N -0.10731 -3.63957 -3.94497
C -1.44686 -4.77500 -2.23361
H -2.00937 -4.24170 -1.46799
H -1.12172 -5.72763 -1.81675
H -2.09353 -4.96310 -3.08566
C 0.99482 -3.60753 -0.42100
N 1.22146 -2.31165 0.20404
C 0.04350 -1.46995 0.12751
C 0.40296 -0.05252 0.55686
H 1.19775 0.32066 -0.09074
H -0.47105 0.59293 0.44676
C 0.90847 -0.04270 2.00705
N -0.17407 -0.27595 2.93846
C -1.15018 0.60432 3.28672
C -1.98408 -0.04017 4.17871
C -1.42500 -1.31629 4.30476
N -0.34591 -1.44536 3.56091
H -1.76498 -2.13637 4.90496
H -2.85420 0.36188 4.64977
N -1.18007 1.89578 2.78387
C -2.18440 2.80086 2.99896
O -3.18429 2.55016 3.63523
C -1.95509 4.12594 2.35264
C -3.08366 4.86247 2.01059
C -2.99646 6.11376 1.41187
C -1.73366 6.60570 1.18193
C -0.59320 5.88105 1.54046
C -0.67102 4.64218 2.12298
H 0.23026 4.13169 2.42196
O 0.52345 6.60406 1.21738
C 0.05383 7.80967 0.65185
O -1.35767 7.79397 0.62548
H 0.40188 8.66172 1.25722
H 0.44093 7.91096 -0.37430
H -3.87316 6.67815 1.14383
H -4.04963 4.43329 2.22610
H -0.41693 2.16487 2.18204
C 2.01987 -1.08264 2.16413
C 1.63638 -2.44456 1.58947
H 2.51108 -3.09977 1.62579
H 0.84211 -2.88493 2.21149
H 2.26299 -1.19889 3.22022
H 2.89975 -0.70955 1.63707
H 1.33179 0.94662 2.24217
H -0.30834 -1.46132 -0.90674
H -0.77113 -1.85577 0.76697
H 1.88650 -4.21828 -0.23927
H 0.13206 -4.12963 0.02712
C 2.85302 -2.04031 -2.56082
H 2.79050 -1.04347 -2.99722
H 3.70457 -2.55365 -3.00970
H 3.01208 -1.95030 -1.49038
H 1.39878 -1.29749 -5.23344
H 2.57432 -2.62290 -5.34085
```

Values from the calculation:
* maximum force: 0.0252 hartree/bohr
* energy: -40457.718 eV
* relative energy (zero: lowest compared OMol25 entry of this formula, charge and spin): 3.592 eV
* structure (SMILES): CCn1nc(C)c(CN2CCC(n3nccc3NC(=O)c3ccc4c(c3)OCO4)CC2)c1C
* total charge: 0

Look up the energy of the third one. -135810.946 eV

maximum force of number 1 (C24H30N6O3)? 0.0252 hartree/bohr